(1)
Computed, not measured: C2HO3Pb as an isolated structure in a non-equilibrium geometry, with ωB97M-V/def2-TZVPD.

```
7
Properties=species:S:1:pos:R:3:nbo_charge:R:1
O -2.095 0.294 -0.268 -0.38
H -2.667 1.063 0.019 0.64
O 0.868 0.197 -0.040 -0.04
C -0.284 -0.145 0.162 0.76
C -1.509 -0.490 0.545 0.61
O 1.795 -0.755 -0.150 -0.51
Pb 3.892 -0.164 -0.267 1.92
```

Summary:
Frontier orbital gap (alpha / beta) = 0.2861 / 0.2685 Eh
Max |F| = 4.4 eV Å⁻¹
Molar mass = 280.23 g/mol
Highest occupied orbital energy (alpha / beta) = -25.8 / -25.8 eV
DFT total energy = -493.62989 Ha
Relative energy (zero: lowest compared OMol25 entry of this formula, charge and spin) = 169.11 kJ/mol
Lowest unoccupied orbital energy (alpha / beta) = -0.6610 / -0.6786 Ha
Total charge = +3



(2)
Computed, not measured: a 2-piece molecular cluster, C3H10FNP overall in a non-equilibrium geometry, with ωB97M-V/def2-TZVPD.

```
16
Properties=species:S:1:pos:R:3:nbo_charge:R:1
C -0.253 -0.599 2.178 -0.78
C -0.774 1.871 0.546 -0.97
C -0.302 -1.051 -0.806 -0.54
N 0.801 -0.864 -1.733 -0.78
F 1.671 0.896 -0.482 -0.64
P -0.138 0.174 0.653 1.39
H 0.298 -1.499 2.283 0.26
H -0.582 0.145 2.901 0.26
H -0.105 2.513 -0.006 0.31
H -1.817 1.787 0.315 0.27
H -0.890 2.369 1.581 0.30
H -1.312 -1.130 -1.247 0.28
H -0.178 -2.180 -0.470 0.28
H 1.521 -1.613 -1.755 0.43
H 0.550 -0.785 -2.727 0.44
H 1.509 -0.036 -1.231 0.50
```

Summary:
Frontier orbital gap = 0.3520 Eh
Max |F| = 4.5 eV Å⁻¹
Molar mass = 110.09 g/mol
Highest occupied orbital energy = -14.0 eV
DFT total energy = -615.94361 Ha
Relative energy (zero: lowest compared OMol25 entry of this formula, charge and spin) = 223.59 kJ/mol
Lowest unoccupied orbital energy = -0.1638 Ha
Total charge = +1



(3)
Computed, not measured: a 15-piece molecular cluster, C4H36NO16 overall in a non-equilibrium geometry, with ωB97M-V/def2-TZVPD.

```
57
Properties=species:S:1:pos:R:3:nbo_charge:R:1
C -1.203 2.096 2.434 -0.67
C -2.229 1.008 2.672 -0.23
N -1.733 -0.445 2.565 -0.68
C -1.082 -0.888 1.212 -0.33
C 0.074 -0.009 0.933 0.81
O 1.159 -0.234 1.519 -0.80
O 0.028 0.639 -0.150 -0.82
H -1.146 2.352 1.351 0.24
H -0.158 1.672 2.717 0.22
H -1.382 3.020 2.888 0.21
H -2.779 1.363 3.614 0.21
H -3.135 1.045 1.845 0.15
H -1.096 -0.425 3.410 0.37
H -1.712 -0.792 0.345 0.23
H -0.748 -1.966 1.311 0.24
H 3.804 -2.110 2.430 0.47
H 3.346 -0.721 2.504 0.49
O 4.115 -1.281 2.395 -0.92
H 1.221 -1.538 -2.015 0.46
H 2.103 -2.296 -1.249 0.49
O 1.419 -2.439 -1.923 -0.96
H 2.304 3.879 0.055 0.48
H 0.909 3.939 -0.343 0.47
O 1.542 4.375 0.220 -0.95
H -1.172 -0.181 -4.240 0.50
H 0.127 0.945 -4.026 0.51
O -0.562 0.502 -4.557 -1.01
H 2.128 1.230 -3.082 0.44
H 2.263 2.315 -2.214 0.49
O 2.350 2.089 -3.201 -0.97
H -3.793 -0.923 2.061 0.49
H -4.199 -0.093 0.875 0.45
O -4.459 -0.866 1.360 -0.95
H -0.566 -0.089 -1.356 0.49
H -1.824 -0.022 -2.264 0.48
O -0.977 -0.253 -2.169 -1.02
H -2.581 -3.275 -1.770 0.46
H -1.518 -2.202 -1.945 0.50
O -1.977 -2.787 -1.273 -0.97
H 2.992 -3.540 0.138 0.49
H 1.299 -3.578 -0.010 0.50
O 2.054 -3.527 0.535 -0.99
H 1.835 -2.011 2.854 0.48
H 0.572 -2.364 3.459 0.46
O 1.432 -2.474 3.701 -0.94
H -0.613 1.763 -1.351 0.49
H -1.467 2.133 -2.515 0.45
O -1.234 2.302 -1.663 -0.94
H 3.842 -0.970 0.708 0.48
H 2.387 -0.618 0.469 0.49
O 3.161 -1.048 0.009 -1.04
H -4.193 0.555 -2.044 0.50
H -2.992 1.282 -3.021 0.48
O -3.474 0.479 -2.868 -0.97
H 3.277 1.648 -0.733 0.49
H 1.825 1.341 -0.047 0.53
O 2.434 1.993 -0.563 -1.01
```

Summary:
Frontier orbital gap = 0.3360 Eh
Max |F| = 7.0 eV Å⁻¹
Molar mass = 354.32 g/mol
Highest occupied orbital energy = -6.8 eV
DFT total energy = -1432.54861 Ha
Relative energy (zero: lowest compared OMol25 entry of this formula, charge and spin) = 653.67 kJ/mol
Lowest unoccupied orbital energy = 0.0844 Ha
Total charge = -1



(4)
Computed, not measured: a 2-piece molecular cluster, C11H23N3O12P overall in a non-equilibrium geometry, with ωB97M-V/def2-TZVPD.

```
50
Properties=species:S:1:pos:R:3:nbo_charge:R:1
O 2.678 5.794 -3.611 -0.66
O 0.752 2.647 1.376 -0.79
O 4.480 3.083 0.130 -0.66
O -3.664 -6.656 0.372 -1.15
O 0.380 0.820 0.162 -0.81
O 0.668 -3.558 3.355 -0.60
O -0.545 -1.714 2.060 -0.74
O -2.993 -2.215 1.047 -0.74
O -0.850 -1.783 -0.855 -0.75
O -2.971 -7.554 -1.806 -0.96
O -5.083 -6.092 -1.513 -0.97
O -2.644 -5.032 -1.327 -0.79
C 2.135 5.348 -2.611 0.67
C 0.878 1.961 0.336 0.77
C 3.502 3.756 0.450 0.69
N 3.514 4.367 1.640 -0.59
N 0.190 -3.883 2.057 -0.37
N 2.797 4.548 -1.781 -0.60
C 0.700 5.727 -2.309 -0.71
C 2.510 5.278 2.186 -0.43
C -3.147 -3.783 -0.813 -0.09
C 0.031 -2.695 1.213 0.20
C -2.326 -3.325 0.408 0.04
C -0.877 -2.947 -0.004 0.06
C 1.643 2.580 -0.844 -0.51
C 2.318 3.934 -0.531 -0.13
P -3.592 -6.318 -1.056 2.51
H 0.409 -2.625 3.542 0.49
H -1.449 -1.538 1.714 0.51
H -3.841 -2.493 1.435 0.48
H -0.553 -0.969 -0.367 0.54
H -2.131 -7.627 -1.339 0.51
H -5.486 -6.876 -1.124 0.51
H 4.300 4.127 2.221 0.40
H 0.784 -4.574 1.598 0.34
H 3.741 4.317 -2.050 0.42
H 0.328 6.363 -3.109 0.23
H 0.095 4.825 -2.250 0.23
H 0.660 6.261 -1.363 0.22
H 1.566 4.747 2.327 0.25
H 2.353 6.116 1.507 0.18
H 2.841 5.657 3.153 0.20
H -4.203 -3.851 -0.526 0.18
H -3.079 -3.020 -1.596 0.22
H 1.013 -2.350 0.867 0.16
H -2.276 -4.159 1.117 0.21
H -0.454 -3.784 -0.567 0.18
H 2.399 1.873 -1.191 0.23
H 0.931 2.720 -1.659 0.21
H 1.570 4.575 -0.071 0.22
```

Summary:
Frontier orbital gap = 0.2543 Eh
Max |F| = 3.5 eV Å⁻¹
Molar mass = 420.29 g/mol
Highest occupied orbital energy = -5.1 eV
DFT total energy = -1841.61814 Ha
Lowest unoccupied orbital energy = 0.0686 Ha
Total charge = -1